# 1
Molecular formula: C16H14ClN3O4S
Method: DFT, ωB97M-V/def2-TZVPD

XYZ file:
```
39
Properties=species:S:1:pos:R:3:forces:R:3
Cl -4.8912 -1.6316 0.8315 -0.2 -0.2 0.0
S 2.3931 -0.0945 1.2134 0.5 -0.2 0.2
O -1.3760 -1.0851 -1.2512 -0.2 0.1 -0.2
O 1.2969 0.4298 1.9919 -0.3 0.0 -0.2
O 3.5372 -0.5738 1.9379 0.2 -0.1 -0.2
O 0.4464 2.7598 -2.0941 -0.2 0.0 -0.4
N 0.3367 2.3130 0.1189 -0.1 0.3 0.4
N -0.3844 -0.5196 -0.5765 1.0 0.2 0.5
N -1.1843 -2.3699 -1.4987 0.2 -1.2 -0.2
C 2.1713 1.3789 -1.2012 -0.3 0.2 -0.3
C -3.7923 -0.3025 0.6934 0.1 0.2 -0.1
C -3.8563 0.5261 -0.4141 -0.1 -0.1 0.1
C -2.8519 -0.0887 1.6884 0.0 0.0 0.0
C 2.4418 -2.6723 0.2879 0.1 0.7 0.2
C -0.9806 2.8952 0.3064 -0.1 0.1 -0.1
C 0.5038 -1.4724 -0.3652 -1.4 -0.6 -0.9
C 1.9368 -3.8516 -0.3177 -0.5 -0.4 -0.3
C -2.9602 1.5747 -0.5264 0.1 0.1 0.2
C 0.7209 -3.8818 -0.9348 0.3 -0.3 0.1
C 0.8830 2.2119 -1.1027 0.6 -0.2 0.1
C 2.9940 1.1881 0.0556 -0.3 -0.7 0.2
C -0.0150 -2.6807 -0.9699 -0.1 1.6 0.4
C 1.7555 -1.4957 0.2736 0.8 0.5 0.5
C -2.0096 1.8043 0.4573 -0.1 0.1 0.0
C -1.9646 0.9642 1.5651 -0.2 0.1 -0.1
H 2.7860 1.8760 -1.9570 -0.1 -0.1 0.1
H 3.3921 -2.6950 0.7992 0.1 0.0 0.1
H -1.1939 3.5117 -0.5688 0.0 0.0 0.2
H -1.2169 1.1182 2.3285 0.1 0.0 0.1
H -4.5902 0.3442 -1.1831 -0.1 0.0 -0.1
H 4.0008 0.8513 -0.1822 0.0 0.0 0.0
H -2.8115 -0.7438 2.5449 0.0 -0.1 0.1
H 0.6310 1.6900 0.8629 0.0 0.1 -0.2
H -0.9539 3.5233 1.2024 -0.1 0.0 -0.1
H 0.3156 -4.7731 -1.3838 0.0 -0.2 0.0
H 2.5380 -4.7461 -0.2676 0.0 -0.1 0.0
H -2.9940 2.2123 -1.3965 0.0 0.1 -0.1
H 1.8923 0.4092 -1.6203 0.0 0.1 -0.1
H 3.0537 2.0961 0.6524 0.0 0.0 0.2
```
Positions in Å, forces in eV/Å.

Results
Total charge ... 0
F_max ... 1.80 eV/Å

# 2
Molecular formula: C28H42F6O14Pb
Method: DFT, ωB97M-V/def2-TZVPD

XYZ file:
```
91
Properties=species:S:1:pos:R:3:forces:R:3
Pb 5.7103 -10.5125 12.0885 -0.5 -0.9 -0.6
F 8.9824 -14.1287 11.0949 -1.0 1.3 -2.1
F 4.0285 -12.1282 8.2670 -0.5 0.5 -0.3
F 8.7690 -14.7757 12.9908 0.3 0.4 2.0
F 3.3084 -10.0760 8.5130 -0.3 -0.1 -0.4
F 10.6338 -13.8091 12.2904 -1.0 1.0 1.6
F 1.9687 -11.6690 7.8991 -1.3 -0.1 -0.6
O 6.3708 -11.6654 9.8616 2.9 -2.3 -2.9
O 2.6721 -11.0407 15.8673 -0.4 0.2 -0.4
O 6.7322 -8.9082 10.0005 0.9 0.8 -4.1
O 2.9588 -13.1213 10.5215 0.3 1.7 -0.3
O 7.3924 -9.3833 7.8381 -0.9 -1.6 0.4
O 4.5542 -7.7586 12.0594 0.1 0.9 -0.2
O 7.2019 -12.3293 13.1693 3.0 -0.7 -1.5
O 8.5418 -7.1935 13.0586 -0.7 1.7 -1.1
O 3.4541 -5.8302 12.2590 0.5 2.0 0.0
O 3.3657 -10.8898 11.2789 -0.8 -1.7 -3.3
O 4.3276 -10.8009 14.3756 -0.8 -1.0 3.0
O 8.7573 -11.2845 11.8009 1.6 -0.4 0.1
O 7.1959 -8.9466 13.3618 1.0 1.4 -0.1
O 8.0148 -12.5106 8.3572 0.3 2.0 1.2
C 1.3577 -6.6526 11.7913 -1.4 -0.5 0.4
C 10.1760 -9.7978 10.4610 -0.7 0.2 1.4
C 8.1283 -7.3190 7.0964 0.1 0.6 -1.9
C 8.5624 -12.3392 12.7929 -2.2 1.7 1.0
C 9.1195 -8.7278 14.7081 1.8 0.8 -0.6
C 8.1981 -8.2977 13.6286 -3.4 -2.9 1.5
C 2.9632 -11.3643 8.6847 3.0 -0.3 2.9
C 10.3466 -8.0054 14.1000 1.8 -1.6 1.9
C 8.5195 -13.7832 7.8754 -2.4 0.6 -0.5
C 9.7997 -6.7634 13.5640 0.3 0.2 -1.3
C 2.1128 -5.3525 12.1220 -1.0 -1.4 -0.5
C 6.4794 -14.0084 9.2849 1.1 -1.2 -1.0
C 2.1785 -7.7892 12.4277 0.0 1.1 -1.0
C 7.2866 -14.6643 8.1307 0.6 -1.0 -0.5
C 10.1496 -10.9550 11.5497 -0.6 0.0 -3.7
C 3.5230 -7.1424 12.1862 0.8 -3.2 1.4
C 6.9508 -12.5702 9.2110 -1.9 0.3 1.9
C 3.3354 -12.7023 17.2987 1.9 -0.5 -0.9
C 3.8787 -11.3800 15.3786 0.6 -0.1 -3.2
C 2.7186 -11.6474 10.2584 0.5 -0.5 2.3
C 2.1226 -12.0805 16.6899 1.3 -0.2 0.9
C 7.5954 -7.1608 8.5111 0.3 -0.5 -0.7
C 9.2373 -13.7078 12.3412 0.0 -1.8 -1.5
C 2.5922 -15.4282 10.5252 -1.0 -1.0 -0.1
C 2.1152 -14.1095 9.9370 1.3 0.7 0.5
C 7.1063 -8.5763 8.8480 -0.7 0.5 3.6
C 8.1739 -8.8048 6.8019 1.2 0.0 1.0
C 4.3856 -12.6824 16.0394 -1.8 1.7 2.4
H 9.4800 -14.1037 8.2790 -0.3 0.4 0.6
H 1.0669 -13.8690 10.1138 -0.2 -0.2 0.2
H 9.1265 -9.8131 14.8094 0.1 0.2 0.0
H 1.7176 -11.6053 17.5833 -1.6 -0.1 -0.9
H 1.6381 -11.5528 10.3668 -0.5 0.2 0.0
H 1.6273 -4.9369 13.0050 0.9 0.2 0.5
H 9.7468 -5.9797 14.3197 -0.4 0.3 -0.4
H 4.1717 -13.5074 15.3597 0.5 0.0 0.1
H 9.9337 -8.9239 11.0658 0.3 0.7 -0.4
H 7.4634 -6.8682 6.3596 -0.4 0.2 0.3
H 3.5342 -12.0127 18.1191 1.3 -0.2 -0.1
H 3.1597 -13.6786 17.7504 0.0 -0.1 -0.3
H 5.4084 -12.5570 16.3946 0.0 -0.4 -0.6
H 6.7712 -14.4778 10.2244 -0.2 0.4 0.2
H 11.0791 -7.7479 14.8650 0.4 -0.4 -0.1
H 10.8351 -10.6937 12.3559 -0.6 0.0 0.7
H 2.0623 -4.6147 11.3213 0.2 -0.1 0.1
H 8.9795 -8.2270 15.6661 -0.7 -0.2 0.0
H 8.6144 -13.6552 6.7971 0.4 0.1 0.1
H 1.8490 -16.1888 10.2856 -0.1 -0.2 -0.5
H 2.6176 -15.5433 11.6088 0.2 0.9 0.1
H 10.8161 -8.5427 13.2759 0.0 -0.4 0.3
H 8.3467 -7.0413 9.2917 0.1 0.6 -0.2
H 0.3747 -6.6803 12.2615 -0.3 0.4 -0.5
H 1.2759 -6.7938 10.7136 -0.1 -0.1 0.0
H 9.1835 -11.9626 13.6056 0.4 -0.5 0.7
H 7.7042 -15.6699 8.1808 -0.6 -0.3 1.0
H 11.0997 -9.6775 9.8949 0.4 -0.1 0.7
H 3.5390 -15.7894 10.1238 0.1 0.4 0.0
H 2.2768 -14.1256 8.8592 -0.2 -0.1 -0.3
H 2.0926 -8.7752 11.9711 0.2 0.1 -0.3
H 7.9130 -9.2255 5.8308 -0.6 0.5 0.1
H 10.6356 -11.7614 11.0004 -0.1 -0.6 0.4
H 9.2078 -9.1122 6.9589 0.1 -0.5 0.2
H 1.6391 -12.8940 16.1489 -1.0 0.9 -0.3
H 6.8965 -6.3272 8.4418 -0.3 -0.4 1.0
H 1.9598 -7.9323 13.4859 0.3 0.3 0.1
H 9.4224 -9.7966 9.6736 -0.4 -0.9 0.4
H 5.4046 -14.1187 9.1411 0.1 0.3 0.2
H 6.6899 -14.7352 7.2212 -0.1 0.5 0.0
H 9.0852 -6.8636 6.8416 0.1 0.0 0.5
H 10.3737 -6.5543 12.6613 0.0 1.1 0.3
```
Positions in Å, forces in eV/Å.

Results
Total charge ... 0
F_max ... 4.72 eV/Å

# 3
Molecular formula: C6H10
Method: DFT, ωB97M-V/def2-TZVPD

XYZ file:
```
16
Properties=species:S:1:pos:R:3:forces:R:3
C -0.8462 -0.3068 -2.5843 -0.1 -0.5 0.0
C -0.4242 -0.3694 -0.0844 0.0 0.3 -0.3
C 1.0992 -1.0739 1.8703 0.1 -0.1 0.0
C -0.0342 0.8922 0.6584 0.0 0.1 0.3
C -0.6865 -0.6265 -1.3201 0.1 0.5 0.1
C -0.1648 -0.4401 1.3499 -0.1 -0.2 0.2
H -1.8013 0.0556 -2.9568 0.0 -0.3 0.0
H -1.0436 -0.5254 1.9853 0.1 -0.2 0.0
H 1.9153 -0.9434 1.1501 -0.2 0.0 0.1
H -0.1876 1.8026 -1.1737 0.0 0.6 -0.5
H 1.3865 -0.5850 2.8072 0.0 -0.2 -0.1
H -0.0038 -0.2874 -3.2718 -0.1 -0.3 0.0
H -0.7810 1.6575 0.8619 0.0 -0.2 -0.1
H -0.3625 1.6062 -1.8714 0.1 0.6 0.0
H 0.9751 1.2862 0.5319 -0.2 -0.2 0.0
H 0.9594 -2.1426 2.0474 0.1 0.1 0.0
```
Positions in Å, forces in eV/Å.

Results
Total charge ... 0
F_max ... 0.75 eV/Å

| no. | orbital gap (Eh) | E_HOMO (eV) | total energy (eV) |
| --- | --- | --- | --- |
| 1 | 0.274 | -8.83 | -52834.6783 |
| 2 | 0.293 | -7.36 | -79931.4658 |
| 3 | 0.374 | -9.04 | -6379.5369 |